Entry 1:
Here is C33H29Br2CsN11O3S2 as an isolated structure from the OMol25 dataset. Energies are from ωB97M-V/def2-TZVPD.

Summary:
Charge: -1
HOMO-LUMO gap in eV: 6.6719

CARTESIAN COORDINATES (ANGSTROEM)
1 Cs 1.058246 -0.883574 -0.287942
2 C -0.330863 3.054265 -1.547238
3 C -1.021127 1.772702 -1.171773
4 N -1.362791 1.492955 0.029981
5 N -1.020536 2.411415 0.978162
6 C -1.536351 2.365991 2.234424
7 N -0.945858 3.244849 3.074531
8 S -2.783263 1.379046 2.728862
9 C -1.320294 0.737884 -2.210748
10 C -0.908805 0.895335 -3.529445
11 C -1.205316 -0.096170 -4.454991
12 C -1.897541 -1.212175 -4.034814
13 C -2.236144 -1.299681 -2.689931
14 N -1.963982 -0.361835 -1.796092
15 H 0.729382 3.017881 -1.278511
16 H -0.772198 3.893599 -1.007394
17 H -0.404476 3.265317 -2.608619
18 H -0.228397 3.023432 0.812837
19 H -0.298223 3.941262 2.735764
20 H -1.368949 3.355614 3.977051
21 H -0.333426 1.754308 -3.839978
22 H -0.866595 -0.005066 -5.479820
23 H -2.122391 -2.027515 -4.707788
24 H -2.739166 -2.184059 -2.313455
25 C 3.399969 2.061682 -2.110054
26 C 3.053688 1.223843 -3.309611
27 C 3.457227 1.652679 -4.595281
28 C 3.162981 0.886677 -5.680732
29 C 2.459589 -0.329580 -5.516599
30 C 2.107659 -1.189199 -6.583065
31 Br 2.583526 -0.763346 -8.378634
32 C 1.425637 -2.350953 -6.340681
33 C 1.055143 -2.693477 -5.043534
34 Br 0.068735 -4.295090 -4.779421
35 C 1.322943 -1.903078 -3.903761
36 O 0.922119 -2.176657 -2.746407
37 C 2.088047 -0.682001 -4.195309
38 N 2.389065 0.107406 -3.128835
39 H 4.483654 2.138797 -1.993443
40 H 2.984498 1.635617 -1.199761
41 H 3.018458 3.080139 -2.220228
42 H 3.998174 2.585083 -4.702284
43 H 3.462041 1.193797 -6.674099
44 H 1.164216 -3.008831 -7.158567
45 O 2.267867 1.633110 1.039882
46 N 3.145987 2.061677 1.826890
47 C 3.113289 3.359864 2.126073
48 C 4.089263 3.889862 3.015540
49 N 4.868968 4.334801 3.736704
50 C 2.072300 4.182587 1.613956
51 N 1.184322 4.786687 1.191002
52 C 4.374725 -1.351717 1.059746
53 C 3.488717 -1.711429 2.233007
54 N 3.269187 -0.707007 3.113232
55 O 3.030075 -2.833977 2.382483
56 H 5.419077 -1.434446 1.363505
57 H 4.200001 -0.327801 0.725542
58 H 4.192869 -2.060008 0.254590
59 H 3.466156 0.251438 2.854012
60 H 2.603284 -0.879703 3.847939
61 S -3.934943 -3.679739 4.631713
62 C -2.620097 -3.076822 3.608850
63 C -2.837385 -2.239498 2.525845
64 C -1.744732 -1.841308 1.772938
65 N -0.500621 -2.256836 2.010062
66 C -0.303603 -3.084075 3.035070
67 C -1.324950 -3.509160 3.870292
68 C -4.945473 -2.253029 4.893270
69 C -4.476005 -0.946456 4.883593
70 C -5.372364 0.077920 5.148242
71 N -6.658600 -0.108843 5.441243
72 C -7.088668 -1.367832 5.460064
73 C -6.288701 -2.464400 5.186173
74 H -3.823158 -1.869971 2.279811
75 H -1.888626 -1.149160 0.946953
76 H 0.722019 -3.400066 3.195624
77 H -1.114760 -4.154574 4.712616
78 H -3.445777 -0.707294 4.659156
79 H -5.023680 1.103923 5.115943
80 H -8.137986 -1.513057 5.694804
81 H -6.706270 -3.462912 5.190889

Cartesian forces (eV/Å) of the 3 atoms listed first:
0.058 -0.003 0.093
0.009 -0.002 -0.003
0.018 0.004 -0.029

The molecule's Löwdin atomic charges, reported in e, are given here: 1.11 -0.01 -0.30 0.08 -0.02 -0.89 0.09 0.64 -0.28 -0.01 -0.05 -0.06 -0.12 0.10 0.07 0.09 0.07 0.08 0.06 0.08 0.10 0.12 0.09 0.11 -0.04 -0.33 -0.03 -0.04 -0.21 -0.65 0.71 -0.20 -0.62 0.73 -0.50 -0.29 -0.15 0.13 0.09 0.03 0.08 0.11 0.07 0.09 -0.26 -0.08 -0.31 -0.21 0.13 -0.18 0.16 -0.03 -0.64 0.18 0.01 0.09 0.05 0.08 0.06 0.11 1.02 -0.53 -0.09 -0.17 -0.01 -0.13 -0.08 -0.52 -0.10 -0.15 0.05 -0.16 -0.11 0.12 0.07 0.10 0.10 0.07 0.09 0.10 0.10

---

Entry 2:
Here is C33H29BrCl2CsIN5OS as an isolated structure at a distorted geometry from the OMol25 dataset. Energies are from ωB97M-V/def2-TZVPD.

Summary:
Charge: -1
HOMO-LUMO gap in eV: 6.2034

CARTESIAN COORDINATES (ANGSTROEM)
1 Cs -0.676135 -0.350353 -0.006763
2 C -2.610479 4.845972 3.113752
3 N -3.322479 4.711535 1.850591
4 C -4.421906 5.455449 1.434113
5 C -4.748663 5.028680 0.208206
6 N -3.841502 4.017877 -0.123158
7 C -2.933369 3.828925 0.886468
8 S -1.628714 2.801500 0.960204
9 C -3.846709 3.301262 -1.361031
10 C -3.937887 4.013687 -2.544220
11 C -3.958246 3.296648 -3.729818
12 C -3.856424 1.918567 -3.681720
13 C -3.749434 1.312862 -2.438214
14 N -3.765275 1.987033 -1.287804
15 H -3.100679 5.619061 3.703703
16 H -1.572279 5.115731 2.930339
17 H -2.612298 3.902210 3.655532
18 H -4.888688 6.200646 2.060358
19 H -5.553546 5.314594 -0.447194
20 H -3.962893 5.096369 -2.533006
21 H -4.015804 3.813126 -4.680984
22 H -3.830140 1.321718 -4.586045
23 H -3.636999 0.236381 -2.360422
24 Cl -1.125861 0.894159 -5.131466
25 C -0.580056 -0.736148 -4.795132
26 C -0.303656 -1.578941 -5.881543
27 C 0.151412 -2.846543 -5.679241
28 Cl 0.501653 -3.861063 -7.068872
29 C 0.340917 -3.336602 -4.362391
30 C 0.817709 -4.633755 -4.061069
31 C 0.938612 -5.027535 -2.760196
32 C 0.574658 -4.128992 -1.736810
33 N 0.151999 -2.913047 -1.973386
34 C 0.041133 -2.487053 -3.264859
35 C -0.417549 -1.110789 -3.450045
36 O -0.641068 -0.347893 -2.454604
37 H -0.446785 -1.210073 -6.888444
38 H 1.081126 -5.299411 -4.872419
39 H 1.307522 -6.014203 -2.504832
40 H 0.638728 -4.424486 -0.695896
41 C 5.778927 -1.304332 0.306558
42 N 4.471643 -0.931733 -0.197717
43 C 4.211196 -1.359824 -1.566993
44 C 3.366388 -1.084007 0.737429
45 C 2.816184 -2.473219 1.035950
46 C 3.409717 -3.634650 0.538840
47 C 2.905575 -4.894437 0.854442
48 C 1.769146 -5.001775 1.644732
49 C 1.162117 -3.841061 2.128238
50 C 1.678755 -2.571367 1.858033
51 H 6.537313 -1.054033 -0.441484
52 H 5.889734 -2.372076 0.549536
53 H 6.002479 -0.733407 1.211216
54 H 4.696928 -0.684579 -2.276767
55 H 3.137821 -1.340119 -1.764842
56 H 4.562986 -2.375900 -1.788111
57 H 2.542887 -0.470146 0.369767
58 H 3.658911 -0.625576 1.680900
59 H 4.291409 -3.575459 -0.085605
60 H 3.393992 -5.783963 0.464684
61 H 1.357834 -5.977126 1.883528
62 H 0.297854 -3.924669 2.784750
63 Br -0.407791 -1.055837 6.764748
64 C -0.187204 0.724823 6.024507
65 C -0.373303 1.762276 6.934851
66 C -0.268463 3.073678 6.484176
67 C 0.016721 3.311289 5.143685
68 C 0.203275 2.236710 4.276222
69 C 0.113964 0.893822 4.685417
70 I 0.881127 -0.891425 3.157061
71 H -0.597821 1.551776 7.973896
72 H -0.402817 3.897008 7.177790
73 H 0.096540 4.333354 4.779560
74 H 0.426022 2.448864 3.229334

Cartesian forces (eV/Å) of the 3 atoms listed first:
-0.161 -0.102 1.507
-0.145 0.045 -0.107
0.096 0.188 0.267

The molecule's Löwdin atomic charges, reported in e, are given here: 0.94 -0.04 -0.13 -0.05 -0.05 -0.01 -0.75 0.58 -0.29 -0.01 -0.06 -0.10 -0.11 0.14 0.09 0.08 0.09 0.12 0.12 0.11 0.11 0.08 0.11 0.68 -0.57 -0.16 -0.62 0.63 -0.18 -0.04 -0.05 -0.13 0.10 -0.14 -0.45 -0.49 0.10 0.08 0.10 0.09 -0.11 -0.27 -0.09 -0.20 -0.25 -0.06 -0.12 -0.13 -0.18 -0.54 0.08 0.07 0.08 0.08 0.09 0.07 0.08 0.10 0.08 0.10 0.09 0.08 0.59 -0.72 -0.18 -0.13 -0.14 -0.18 -0.49 1.01 0.08 0.09 0.09 0.06

---

Entry 3:
Here is C33H29F5GeNSSiTi as an isolated structure at a distorted geometry from the OMol25 dataset. Energies are from ωB97M-V/def2-TZVPD.

Summary:
Charge: +2
HOMO-LUMO gap (alpha / beta) in eV: 6.7181 / 3.1374
2S+1: 2

CARTESIAN COORDINATES (ANGSTROEM)
1 Ti -0.079433 -0.558960 -0.906591
2 F 4.649163 0.584756 -5.302302
3 C 3.897493 -0.028646 -4.331692
4 C 2.681926 0.479474 -3.901583
5 F 2.317884 1.671734 -4.370549
6 C 1.957868 -0.196974 -2.906675
7 F 0.758593 0.487302 -2.372428
8 C 2.374516 -1.381061 -2.290962
9 S 1.383214 -2.365355 -1.206042
10 C 3.726850 -1.749060 -2.616183
11 F 4.328172 -2.726668 -1.917799
12 C 4.426866 -1.123629 -3.648997
13 F 5.717301 -1.443482 -3.927882
14 C 0.658487 4.322230 3.644385
15 C -0.472258 3.747014 3.082618
16 C -0.346515 2.521338 2.387930
17 C 0.890116 1.899219 2.269174
18 C 2.034385 2.584695 2.701671
19 C 1.890199 3.741699 3.435475
20 Ge 0.943995 0.120766 1.396858
21 C -0.436762 -1.088427 2.192419
22 C -0.913063 -0.839422 3.512793
23 C -2.006731 -1.548197 3.995099
24 C -2.522396 -2.624842 3.262446
25 C -1.999036 -2.917669 1.990636
26 C -0.984136 -2.122410 1.451292
27 C 2.695466 -0.681647 1.903062
28 C 2.855435 -1.526092 2.994572
29 C 4.132744 -1.898452 3.382854
30 C 5.272375 -1.549330 2.664649
31 C 5.095138 -0.778334 1.520085
32 C 3.810563 -0.401017 1.102997
33 H 0.549466 5.235389 4.212940
34 H -1.431873 4.304072 3.062403
35 H -1.216263 2.074063 1.947931
36 H 3.036811 2.192161 2.534931
37 H 2.752871 4.190393 3.844241
38 H -0.375289 -0.135296 4.139131
39 H -2.481449 -1.204678 4.916685
40 H -3.341349 -3.180833 3.659639
41 H -2.325545 -3.778054 1.414398
42 H -0.559122 -2.465962 0.490939
43 H 1.986802 -1.833827 3.593667
44 H 4.233351 -2.589508 4.201363
45 H 6.247559 -1.818377 3.082287
46 H 5.953463 -0.502894 0.933041
47 H 3.675823 0.126880 0.148168
48 C -1.833785 -2.764414 -2.932075
49 Si -2.935081 -1.284466 -2.622216
50 C -4.511093 -1.742176 -1.841227
51 C -3.202640 -0.368182 -4.287598
52 N -1.936619 -0.250075 -1.531011
53 C -2.420788 1.081760 -1.310792
54 C -3.733555 1.503205 -1.534339
55 C -4.168067 2.750129 -1.113779
56 C -3.290497 3.611086 -0.474865
57 C -1.941296 3.320483 -0.390418
58 C -1.495451 2.078387 -0.811514
59 H -2.270772 -3.264564 -3.835219
60 H -1.817247 -3.502483 -2.155651
61 H -0.794756 -2.517193 -3.229635
62 H -4.659610 -2.790535 -2.121552
63 H -5.335278 -1.151041 -2.248578
64 H -4.497154 -1.682688 -0.730408
65 H -2.666166 -0.928866 -5.092375
66 H -2.741187 0.638373 -4.262659
67 H -4.263783 -0.254714 -4.584302
68 H -4.373463 0.760606 -2.016588
69 H -5.206586 3.037027 -1.234090
70 H -3.714453 4.560454 -0.160316
71 H -1.240773 4.026113 0.042387
72 H -0.393572 1.909695 -0.894271

Cartesian forces (eV/Å) of the 3 atoms listed first:
-2.832 -0.468 0.200
-1.534 -0.905 1.792
1.033 0.146 -0.731

The molecule's Löwdin atomic charges, reported in e, are given here: 0.77 0.14 -0.08 -0.13 0.15 -0.10 -0.10 -0.49 0.78 -0.19 0.11 -0.09 0.14 0.00 0.06 -0.05 -0.25 0.04 0.02 0.99 -0.33 -0.10 -0.05 -0.03 -0.04 -0.17 -0.35 -0.10 -0.07 -0.05 -0.07 -0.14 0.14 0.16 0.10 0.14 0.13 0.10 0.12 0.11 0.12 0.03 0.11 0.11 0.12 0.11 0.09 -0.18 0.43 -0.17 -0.15 -0.16 -0.31 -0.02 -0.03 -0.07 -0.10 -0.08 0.07 0.02 0.01 0.05 0.04 0.06 0.05 0.04 0.05 0.08 0.13 0.12 0.11 0.08

---

Energy above the lowest of the compared OMol25 structures with the same formula, charge and spin? In order: 0.0; 3.4; 26.1 kcal per mole.